No. 1
Density functional theory data (ωB97M-V with the def2-TZVPD basis set) for a 8-piece molecular cluster, C16H49N12O8 overall in a non-equilibrium geometry.

Geometry (Å):
C  -1.16  -0.08  2.42
C  -0.18  1.05  2.61
C  1.16  0.55  2.95
O  -0.15  2.00  1.65
H  -1.13  -0.57  3.39
H  -0.92  -0.91  1.75
H  -2.16  0.21  2.10
H  -0.45  1.71  3.44
H  1.82  1.39  3.20
H  1.67  0.18  2.07
H  1.22  -0.05  3.86
C  1.63  -5.50  3.70
C  1.68  -6.51  2.50
C  0.75  -6.10  1.35
O  0.81  -7.01  0.28
C  0.02  -6.65  -0.82
N  3.04  -6.52  2.05
H  2.17  -4.59  3.46
H  1.92  -5.98  4.64
H  0.63  -5.11  3.90
H  1.32  -7.50  2.76
H  1.02  -5.09  1.04
H  -0.29  -6.16  1.67
H  0.42  -5.91  -1.52
H  -0.90  -6.22  -0.43
H  -0.12  -7.39  -1.61
H  3.57  -7.13  2.67
H  3.15  -7.04  1.19
C  -4.38  -2.45  -5.08
C  -3.73  -2.49  -6.49
C  -4.85  -2.26  -7.56
O  -5.34  -0.91  -7.49
C  -6.75  -0.72  -7.68
N  -2.87  -1.29  -6.51
H  -5.08  -1.61  -4.99
H  -3.63  -2.23  -4.32
H  -4.80  -3.39  -4.74
H  -3.06  -3.31  -6.78
H  -5.49  -3.15  -7.52
H  -4.25  -2.36  -8.47
H  -7.03  0.23  -7.23
H  -7.27  -1.47  -7.10
H  -7.00  -0.79  -8.74
H  -2.70  -0.84  -5.62
H  -3.58  -0.63  -6.80
C  7.79  -2.62  0.77
O  8.16  -3.73  1.07
N  8.51  -1.60  0.46
N  6.57  -2.25  0.94
H  9.49  -1.77  0.67
H  8.02  -0.72  0.41
H  5.99  -2.98  1.34
H  6.26  -1.34  0.62
C  6.94  2.99  2.47
O  6.57  2.71  1.38
N  7.00  2.14  3.42
N  7.35  4.15  2.80
H  6.52  1.27  3.24
H  7.41  2.27  4.33
H  7.11  4.88  2.14
H  7.98  4.28  3.58
C  -3.00  3.53  -4.41
O  -1.99  4.24  -4.13
N  -3.46  2.76  -3.52
N  -3.73  3.62  -5.47
H  -2.92  2.62  -2.68
H  -4.46  2.61  -3.52
H  -4.55  3.04  -5.51
H  -3.34  4.22  -6.19
C  -5.45  4.97  3.34
O  -6.34  5.67  3.75
N  -4.97  4.75  2.17
N  -4.84  4.18  4.19
H  -4.23  4.08  2.04
H  -5.23  5.19  1.29
H  -5.20  4.21  5.14
H  -4.01  3.76  3.81
C  1.71  7.43  4.10
O  2.36  7.45  3.03
N  1.80  8.34  5.07
N  0.69  6.63  4.44
H  2.51  9.06  5.09
H  1.32  8.09  5.92
H  0.58  5.82  3.86
H  0.32  6.62  5.37

total charge: -1
strongest force on any atom: 7.26 eV/A
E_HOMO: -2.324 eV
HOMO-LUMO gap: 4.10 eV

No. 2
Density functional theory data (ωB97M-V with the def2-TZVPD basis set) for C42H63BClN8O5S4Sr as an isolated structure in a non-equilibrium geometry.

Geometry (Å):
Sr  -0.55  -0.72  -0.80
C  0.00  4.16  -1.76
C  -0.74  3.55  -0.62
C  -2.04  3.81  -0.39
C  -2.72  3.20  0.71
N  -2.12  2.38  1.50
N  -0.79  2.11  1.30
B  -0.15  1.40  2.51
N  0.93  2.31  3.19
N  0.91  3.58  3.55
C  2.05  4.05  4.00
C  3.22  3.24  4.07
C  3.22  1.93  3.67
C  4.40  1.03  3.67
C  1.97  1.50  3.19
S  1.31  0.06  2.47
C  2.09  5.50  4.44
C  3.18  6.24  3.65
C  0.75  6.18  4.19
C  2.42  5.54  5.94
N  -1.20  0.92  3.53
N  -1.39  1.81  4.51
C  -2.30  1.56  5.41
C  -3.05  0.37  5.36
C  -2.86  -0.54  4.36
C  -3.65  -1.80  4.26
C  -1.87  -0.24  3.38
S  -1.51  -1.29  2.08
C  -2.51  2.66  6.45
C  -3.34  3.77  5.78
C  -3.25  2.13  7.68
C  -1.15  3.23  6.88
C  -0.04  2.66  0.30
S  1.59  2.33  0.15
C  -4.18  3.52  1.00
C  -4.24  4.98  1.47
C  -4.72  2.60  2.10
C  -5.03  3.36  -0.27
H  -0.64  4.84  -2.31
H  0.35  3.37  -2.44
H  0.88  4.69  -1.40
H  -2.58  4.48  -1.05
H  4.13  3.68  4.45
H  5.24  1.46  4.21
H  4.72  0.83  2.65
H  4.15  0.07  4.13
H  3.02  6.15  2.57
H  4.18  5.86  3.87
H  3.17  7.29  3.90
H  0.48  6.17  3.14
H  0.81  7.22  4.53
H  -0.06  5.69  4.74
H  3.37  5.05  6.17
H  1.64  5.07  6.53
H  2.51  6.58  6.26
H  -3.80  0.18  6.11
H  -4.33  -1.90  5.10
H  -2.98  -2.66  4.22
H  -4.23  -1.81  3.33
H  -4.32  3.40  5.47
H  -2.82  4.15  4.91
H  -3.49  4.59  6.49
H  -4.27  1.84  7.45
H  -3.29  2.91  8.43
H  -2.74  1.27  8.12
H  -0.62  3.65  6.03
H  -0.53  2.47  7.33
H  -1.32  4.02  7.61
H  -3.62  5.13  2.35
H  -5.27  5.23  1.73
H  -3.91  5.67  0.70
H  -4.15  2.71  3.02
H  -4.68  1.55  1.80
H  -5.76  2.86  2.30
H  -4.70  4.01  -1.08
H  -6.07  3.61  -0.04
H  -5.02  2.33  -0.64
O  -2.81  0.17  -0.76
H  -3.09  0.72  -1.52
H  -3.17  0.61  0.02
O  0.98  -2.46  0.20
H  1.31  -2.34  1.09
H  1.73  -2.27  -0.39
Cl  0.92  1.66  -5.13
C  1.82  0.78  -3.87
C  0.97  0.31  -2.72
O  1.48  -0.61  -2.01
O  -0.13  0.86  -2.48
H  2.57  1.46  -3.47
H  2.33  -0.07  -4.33
C  -2.89  -6.65  -3.22
N  -2.96  -5.35  -2.56
N  -2.19  -4.28  -2.97
C  -2.15  -3.35  -1.97
O  -1.56  -2.25  -2.12
C  -2.90  -3.89  -0.89
C  -3.35  -5.12  -1.29
C  -4.11  -6.15  -0.53
C  -1.81  -4.09  -4.32
C  -0.50  -3.71  -4.61
C  -0.15  -3.48  -5.93
C  -1.08  -3.64  -6.95
C  -2.38  -4.02  -6.65
C  -2.76  -4.23  -5.33
H  -2.23  -6.56  -4.08
H  -3.88  -6.95  -3.57
H  -2.49  -7.39  -2.54
H  -3.07  -3.40  0.05
H  -4.50  -5.72  0.39
H  -3.47  -6.99  -0.27
H  -4.95  -6.53  -1.12
H  0.21  -3.60  -3.81
H  0.86  -3.18  -6.16
H  -0.79  -3.47  -7.97
H  -3.11  -4.13  -7.44
H  -3.78  -4.49  -5.08
C  -3.10  3.10  -4.02
S  -3.77  1.55  -3.40
C  -2.77  0.42  -4.39
H  -2.02  3.13  -3.89
H  -3.56  3.91  -3.46
H  -3.34  3.22  -5.07
H  -3.07  0.44  -5.43
H  -2.92  -0.59  -4.00
H  -1.72  0.67  -4.28

total charge: +1
strongest force on any atom: 1.92 eV/A
E_HOMO: -9.884 eV
ΔE to the lowest compared entry with this formula, charge and spin: 53.3 kJ/mol
HOMO-LUMO gap: 7.58 eV

No. 3
Density functional theory data (ωB97M-V with the def2-TZVPD basis set) for a 4-piece molecular cluster, C4H8Cl8 overall in a non-equilibrium geometry.

Geometry (Å):
C  1.05  1.83  -1.53
Cl  2.09  0.87  -0.41
Cl  -0.44  2.44  -0.76
H  1.71  2.60  -1.94
H  0.87  1.23  -2.43
C  -2.08  -2.58  1.88
Cl  -1.98  -3.98  3.03
Cl  -3.73  -2.32  1.33
H  -1.71  -1.65  2.30
H  -1.40  -2.78  1.06
C  0.23  6.70  4.59
Cl  0.80  8.03  3.49
Cl  -1.25  7.33  5.41
H  0.09  5.79  4.00
H  1.01  6.56  5.34
C  1.08  -6.06  -5.15
Cl  -0.12  -7.38  -4.98
Cl  0.50  -4.50  -4.50
H  1.95  -6.38  -4.57
H  1.33  -5.74  -6.17

total charge: 0
strongest force on any atom: 1.41 eV/A
E_HOMO: -10.946 eV
SMILES: ClCCl.ClCCl.ClCCl.ClCCl
ΔE to the lowest compared entry with this formula, charge and spin: 74.1 kJ/mol
HOMO-LUMO gap: 11.25 eV

No. 4
Density functional theory data (ωB97M-V with the def2-TZVPD basis set) for C38H31N7O11P2Sn as an isolated structure in a non-equilibrium geometry.

Geometry (Å):
Sn  0.25  0.89  1.25
C  -3.42  2.00  0.56
O  -2.51  1.03  0.10
C  -2.75  0.45  -1.10
C  -3.73  0.87  -1.99
C  -3.94  0.20  -3.18
C  -3.21  -0.93  -3.49
C  -2.24  -1.38  -2.61
C  -1.97  -0.69  -1.42
N  -0.90  -1.02  -0.62
N  -0.57  -2.24  -0.58
C  0.52  -2.54  0.24
C  0.07  -2.37  1.72
O  -0.61  -1.35  2.00
C  0.47  -3.33  2.62
C  1.14  -4.50  2.26
C  1.46  -4.85  0.98
C  1.99  -6.12  0.63
C  1.99  -6.55  -0.66
C  1.32  -5.77  -1.66
C  0.89  -4.53  -1.40
C  1.28  -3.85  -0.13
H  -4.43  1.58  0.64
H  -3.06  2.29  1.54
H  -3.45  2.88  -0.10
H  -4.32  1.74  -1.77
H  -4.66  0.60  -3.89
H  -3.40  -1.47  -4.41
H  -1.64  -2.24  -2.83
H  0.22  -3.15  3.65
H  1.39  -5.20  3.06
H  2.34  -6.76  1.43
H  2.40  -7.52  -0.92
H  1.12  -6.24  -2.61
H  0.33  -3.95  -2.11
O  -3.15  3.66  -5.07
C  -3.09  4.16  -3.94
O  -3.78  5.05  -3.43
C  -1.99  3.56  -3.01
C  -1.75  4.08  -1.74
C  -0.79  3.49  -0.92
N  -0.10  2.42  -1.31
C  -0.27  1.95  -2.54
C  -1.21  2.49  -3.42
C  0.62  0.86  -2.96
C  0.23  -0.06  -3.94
C  1.13  -1.04  -4.33
C  2.38  -1.07  -3.75
C  2.67  -0.11  -2.79
N  1.83  0.82  -2.41
C  -0.43  4.05  0.40
C  -1.21  4.99  1.06
C  -0.76  5.51  2.26
C  0.47  5.11  2.74
C  1.17  4.15  2.03
N  0.73  3.63  0.90
H  -2.32  4.95  -1.45
H  -1.34  2.12  -4.43
H  -0.75  -0.02  -4.38
H  0.85  -1.77  -5.08
H  3.11  -1.82  -4.02
H  3.64  -0.09  -2.30
H  -2.17  5.29  0.66
H  -1.37  6.21  2.81
H  0.86  5.50  3.67
H  2.11  3.77  2.39
O  0.87  3.06  4.97
P  1.13  1.50  4.68
O  2.02  0.89  5.68
O  1.55  1.33  3.23
O  -0.37  0.89  4.81
P  -1.57  1.74  4.13
O  -2.72  0.62  4.13
O  -1.92  2.91  4.97
O  -1.23  2.04  2.69
H  -0.09  3.19  4.97
H  -2.41  -0.04  3.50
N  3.45  -0.73  3.05
C  3.10  -1.43  1.95
C  3.89  -2.64  1.65
C  3.71  -3.31  0.52
C  2.58  -2.98  -0.38
C  1.82  -1.70  0.00
N  2.25  -0.94  1.12
H  3.83  -1.23  3.83
H  2.83  0.05  3.27
H  4.69  -2.89  2.34
H  4.34  -4.15  0.24
H  2.89  -3.01  -1.43
H  1.66  -1.01  -0.82

total charge: -2
strongest force on any atom: 2.68 eV/A
E_HOMO: -2.269 eV
ΔE to the lowest compared entry with this formula, charge and spin: 67.9 kJ/mol
HOMO-LUMO gap: 6.20 eV

Among the records above, which one has the highest HOMO-LUMO gap? C4H8Cl8

What did the third record say?
Density functional theory data (ωB97M-V with the def2-TZVPD basis set) for a 4-piece molecular cluster, C4H8Cl8 overall in a non-equilibrium geometry.

Geometry (Å):
C  1.05  1.83  -1.53
Cl  2.09  0.87  -0.41
Cl  -0.44  2.44  -0.76
H  1.71  2.60  -1.94
H  0.87  1.23  -2.43
C  -2.08  -2.58  1.88
Cl  -1.98  -3.98  3.03
Cl  -3.73  -2.32  1.33
H  -1.71  -1.65  2.30
H  -1.40  -2.78  1.06
C  0.23  6.70  4.59
Cl  0.80  8.03  3.49
Cl  -1.25  7.33  5.41
H  0.09  5.79  4.00
H  1.01  6.56  5.34
C  1.08  -6.06  -5.15
Cl  -0.12  -7.38  -4.98
Cl  0.50  -4.50  -4.50
H  1.95  -6.38  -4.57
H  1.33  -5.74  -6.17

total charge: 0
strongest force on any atom: 1.41 eV/A
E_HOMO: -10.946 eV
SMILES: ClCCl.ClCCl.ClCCl.ClCCl
ΔE to the lowest compared entry with this formula, charge and spin: 74.1 kJ/mol
HOMO-LUMO gap: 11.25 eV